Here is C14H12N2O4 in the gas phase at a distorted geometry from OMol25. Energies are from the ωB97M-V functional and the def2-TZVPD basis.

The geometry in ORCA input format:
```
! wB97M-V def2-TZVPD RIJCOSX def2/J DEFGRID3
* xyz 0 1
C 6.169 1.197 -0.373
H 6.065 1.758 -1.304
H 7.088 0.617 -0.377
H 6.162 1.901 0.462
O 5.109 0.262 -0.239
C 3.873 0.779 -0.219
O 3.651 1.963 -0.307
C 2.822 -0.258 -0.078
C 1.498 0.164 -0.065
C 0.465 -0.756 0.065
C 0.768 -2.111 0.185
C 2.090 -2.524 0.170
C 3.121 -1.612 0.040
H 4.150 -1.935 0.029
H 2.313 -3.576 0.263
H -0.029 -2.829 0.285
N -0.843 -0.263 0.078
C -2.015 -0.956 0.147
O -2.111 -2.162 0.196
C -3.226 -0.070 0.146
C -4.359 -0.556 -0.474
N -5.515 0.145 -0.524
C -5.553 1.359 0.082
C -4.461 1.879 0.734
C -3.267 1.174 0.774
H -2.419 1.568 1.310
H -4.546 2.841 1.213
H -6.500 1.873 0.019
O -6.521 -0.309 -1.109
H -4.369 -1.526 -0.949
H -0.907 0.741 -0.021
H 1.296 1.222 -0.160
*
```

As for the relative energy (zero: lowest compared OMol25 entry of this formula, charge and spin): 36.3 kcal/mol. The energy is -951.14076 Eh. The SMILES is COC(=O)c1cccc(NC(=O)c2ccc[n+]([O-])c2)c1. The highest occupied orbital energy comes out at -0.3217 Eh.



Here is C14H12N4O4S in the gas phase at a distorted geometry from OMol25. Energies are from the ωB97M-V functional and the def2-TZVPD basis.

The geometry in ORCA input format:
```
! wB97M-V def2-TZVPD RIJCOSX def2/J DEFGRID3
* xyz 0 1
O 0.323 -2.337 -1.339
O 0.335 3.114 -1.851
O -4.062 -2.303 2.575
O -2.835 -1.522 4.614
C 0.840 -1.394 -0.703
C 0.126 2.382 -0.931
C 3.358 -0.403 -4.008
C 2.816 -0.874 -2.795
C 2.998 0.900 -4.210
C 1.875 0.039 -2.348
C 0.997 -0.049 -1.170
C 0.192 0.954 -0.648
C -1.831 2.190 2.148
C -2.352 1.084 2.795
C -1.393 -0.308 1.048
C -0.800 0.753 0.420
C -1.178 1.974 0.897
C -2.270 -0.152 2.189
N 1.395 -1.789 0.564
N 2.036 1.117 -3.195
N -0.582 2.948 0.076
N -1.609 -2.530 2.839
S -2.916 -1.573 3.110
H 4.066 -1.017 -4.524
H 3.064 -1.890 -2.481
H 3.360 1.531 -5.037
H -2.166 3.215 2.419
H -2.972 1.294 3.702
H -1.287 -1.324 0.554
H 0.991 -2.623 0.945
H 1.914 -1.124 1.165
H 1.459 1.921 -3.145
H -1.032 3.815 -0.013
H -0.999 -2.498 3.646
H -1.858 -3.522 2.692
*
```

As for the relative energy (zero: lowest compared OMol25 entry of this formula, charge and spin): 59.1 kcal/mol. The energy is -1458.81365 Eh. The SMILES is NC(=O)/C(=C1/C(=O)Nc2ccc(S(N)(=O)=O)cc21)c1ccc[nH]1. The highest occupied orbital energy comes out at -0.3107 Eh.



Here is a gas-phase ion, C14H12N5O4P (charge -2) at a distorted geometry from OMol25. Energies are from the ωB97M-V functional and the def2-TZVPD basis.

The geometry in ORCA input format:
```
! wB97M-V def2-TZVPD RIJCOSX def2/J DEFGRID3
* xyz -2 1
O 1.322 -0.938 -4.989
O -1.784 -0.521 6.178
O -0.801 -2.642 5.366
O 0.659 -1.052 6.452
N 2.484 0.113 -1.274
N -0.657 -1.195 -2.500
C 1.631 -0.696 -3.823
C 3.280 0.059 -2.314
C -0.933 -1.017 -1.230
C 0.695 -0.763 -2.681
C 1.185 -0.362 -1.475
C -0.945 0.769 3.552
C -0.152 -0.266 4.033
C -0.990 3.923 1.554
C -0.380 3.610 0.352
C -1.159 2.967 2.536
C 0.122 2.306 0.174
C -0.716 1.661 2.384
C -0.101 1.319 1.151
N 4.522 0.520 -2.086
N 2.945 -0.346 -3.551
N 0.196 -0.501 -0.560
C 0.296 -0.141 0.857
P -0.561 -1.167 5.577
H -1.912 -1.310 -0.846
H -1.833 0.943 4.106
H 0.714 -0.572 3.470
H -1.375 4.916 1.711
H -0.175 4.402 -0.394
H -1.660 3.307 3.451
H 0.660 2.033 -0.744
H 5.314 0.142 -2.567
H 4.658 0.765 -1.093
H 3.493 -0.045 -4.321
H -0.342 -0.828 1.386
H 1.352 -0.343 1.208
*
```

The energy is -1456.88052 Eh. The SMILES is Nc1nc2c(ncn2Cc2ccccc2/C=C/P(=O)([O-])[O-])c(=O)[nH]1. The highest occupied orbital energy comes out at 0.0272 Eh.